Entry 1:
DFT (the ωB97M-V functional and the def2-TZVPD basis) results for C32H35MoN4O2Si2 as an isolated structure.

Geometry as XYZ:
```
76
C32H35MoN4O2Si2, DFT the ωB97M-V functional and the def2-TZVPD basis
Mo -0.82739 -0.18283 -0.10906
C -1.33100 -3.91939 -1.05069
O -0.42319 -2.84776 -0.82300
C 0.90505 -3.14737 -0.73121
C 1.45978 -4.40874 -0.85601
C 2.83051 -4.56506 -0.66888
C 3.64535 -3.49007 -0.34819
C 3.09784 -2.22303 -0.22249
C 1.73516 -2.05471 -0.43343
N 1.09377 -0.83000 -0.36163
N 1.25709 0.14261 0.48549
C 1.52924 -0.25091 1.84245
C 0.45438 -0.89117 2.41375
O -0.66609 -1.06057 1.69328
C 0.52588 -1.28488 3.76995
C 1.65666 -1.01362 4.48466
C 2.76469 -0.33810 3.90749
C 3.93050 -0.03854 4.65264
C 4.97284 0.63374 4.08262
C 4.89710 1.04518 2.73330
C 3.79017 0.77048 1.98241
C 2.70208 0.06583 2.55202
H -1.27544 -4.64843 -0.24069
H -1.12460 -4.40463 -2.00658
H -2.32176 -3.47299 -1.06919
H 0.84449 -5.26833 -1.07545
H 3.26170 -5.55194 -0.76589
H 4.70400 -3.63732 -0.19023
H 3.70735 -1.36731 0.03519
H -0.32314 -1.78389 4.21687
H 1.71751 -1.30717 5.52509
H 3.98038 -0.35439 5.68760
H 5.85781 0.85984 4.66137
H 5.72513 1.58768 2.29606
H 3.72852 1.09630 0.95072
C 0.00778 2.55727 2.31374
Si -1.48985 1.68876 1.58884
C -2.54204 0.94647 2.95240
C -2.50896 3.01546 0.70176
C -3.43870 3.85280 1.32111
C -4.05639 4.86204 0.60277
C -3.74582 5.08320 -0.73999
C -2.81301 4.28262 -1.36615
C -2.20827 3.23856 -0.65119
Si -0.98467 2.01632 -1.22039
C 0.01178 2.69650 -2.63736
C -2.93745 -0.61870 -0.01087
H 0.46994 1.97567 3.11183
H -0.31737 3.51103 2.73718
H 0.77369 2.76099 1.56321
H -2.21834 1.33762 3.91941
H -2.45217 -0.13678 2.97985
H -3.59458 1.19936 2.81609
H -3.68667 3.72112 2.36772
H -4.78794 5.49520 1.08812
H -4.23490 5.88116 -1.28191
H -2.56121 4.46171 -2.40470
H -0.59221 2.71447 -3.55041
H 0.92561 2.15141 -2.85677
H 0.25584 3.73307 -2.39256
H -3.49381 -0.01620 0.71002
H -2.95820 -1.64543 0.38006
H -3.51626 -0.57930 -0.93051
N -0.66677 -1.38997 -6.47918
C -0.72081 -1.08551 -5.16850
C -1.93118 -1.08842 -4.45821
C -1.93913 -0.78195 -3.12252
N -0.83815 -0.46911 -2.40435
C 0.31688 -0.45503 -3.10159
C 0.42563 -0.75174 -4.43464
H -1.50139 -1.59692 -6.99773
H 0.20069 -1.36578 -6.98461
H -2.86363 -1.33514 -4.94708
H -2.87230 -0.80142 -2.58869
H 1.20259 -0.19889 -2.54025
H 1.39937 -0.72499 -4.90431
```

Molar mass, g/mol: 659.77
ΔE to the lowest compared entry with this formula, charge and spin, eV: 1.908
Total charge: +1
Frontier orbital gap (alpha / beta), eV: 6.5497 / 6.0180
Spin multiplicity: 3

Mulliken population analysis, charges in e, atoms 1 to 2: Mo -0.5725; C -1.2559

Entry 2:
DFT (the ωB97M-V functional and the def2-TZVPD basis) results for a 22-piece molecular cluster, C32H36Cl64FNO3S overall.

Geometry as XYZ:
```
138
C32H36Cl64FNO3S, DFT the ωB97M-V functional and the def2-TZVPD basis
C 4.41460 -2.69638 -1.24383
C 3.69036 -1.33322 -1.18135
C 3.98620 -0.19792 -2.07585
C 3.24569 1.06799 -1.94675
C 2.16912 1.24667 -0.94395
C 1.47177 2.64035 -0.89428
C 1.45142 3.11810 0.62138
C 0.06717 2.70769 -1.60959
C 1.85202 0.11165 -0.03664
O 0.85319 0.27592 0.94262
C -0.43263 -0.09752 0.45644
N -0.45099 -1.30316 -0.41387
Cl -0.53990 -2.76704 0.52628
S -1.76802 -1.30085 -1.51431
O -1.26015 -1.18076 -2.89028
O -2.77588 -0.26823 -1.25891
F -2.46358 -2.79856 -1.44064
C 2.63182 -1.14285 -0.17239
H 4.22734 -3.27135 -0.31148
H 3.93733 -3.31041 -2.06212
H 5.49898 -2.58097 -1.47328
H 4.77056 -0.33573 -2.84957
H 3.48861 1.91211 -2.63616
H 2.13324 3.37545 -1.43570
H 1.60855 4.22800 0.71266
H 0.47445 2.79421 1.05616
H 2.32310 2.62730 1.11177
H -0.55138 1.78679 -1.50657
H -0.48260 3.58162 -1.15311
H 0.18776 2.98372 -2.69358
H -1.05543 -0.36038 1.35795
H -0.88279 0.81843 0.00772
H 2.37929 -1.97447 0.51807
C 3.68636 3.67049 3.79704
Cl 2.01330 3.09325 3.83928
Cl 4.50404 3.08231 2.34584
Cl 3.74260 5.43587 3.87207
H 4.20541 3.27533 4.66413
C -5.66508 1.65229 -1.12717
Cl -4.65852 3.09225 -0.92846
Cl -6.29448 1.11449 0.43476
Cl -6.99047 1.96733 -2.25526
H -5.04973 0.85921 -1.53805
C -2.61960 6.12355 1.21271
Cl -3.41970 5.71391 -0.30970
Cl -3.80220 6.25690 2.52010
Cl -1.38997 4.91605 1.60925
H -2.13179 7.08467 1.09372
C 7.81642 4.53671 0.74596
Cl 6.53749 3.66307 -0.10381
Cl 8.27153 3.68640 2.22785
Cl 9.21717 4.73729 -0.30954
H 7.44341 5.51902 1.01600
C 9.12556 0.60468 -0.15667
Cl 7.81443 -0.25944 -0.96631
Cl 9.56945 -0.21640 1.34613
Cl 10.53340 0.75238 -1.21751
H 8.77573 1.60269 0.08961
C 12.99415 -2.00454 -3.22850
Cl 11.29848 -2.49279 -3.14154
Cl 13.76535 -2.68658 -4.66496
Cl 13.13407 -0.24156 -3.22537
H 13.50516 -2.38833 -2.35197
C 2.39829 6.37962 7.69214
Cl 2.22134 4.88159 6.77282
Cl 4.01772 7.05406 7.47404
Cl 1.16756 7.55185 7.20698
H 2.26098 6.15485 8.74433
C -10.53142 -0.06043 -0.87491
Cl -10.80824 -1.09274 0.53411
Cl -11.92226 -0.11338 -1.96194
Cl -10.19692 1.60000 -0.37123
H -9.66568 -0.43758 -1.40778
C 1.34077 8.30888 2.90679
Cl -0.35813 7.82392 2.93836
Cl 2.14421 7.66659 1.46864
Cl 1.48732 10.06896 2.96842
H 1.82827 7.89485 3.78381
C -8.63021 -2.37898 -4.14919
Cl -8.92950 -3.38241 -2.72181
Cl -10.02357 -2.41711 -5.23576
Cl -8.24705 -0.71740 -3.68297
H -7.77429 -2.78601 -4.67706
C -15.34828 -1.52699 -3.20633
Cl -14.24816 -0.23769 -3.71233
Cl -15.43356 -1.61342 -1.44362
Cl -16.95680 -1.27861 -3.89735
H -14.96117 -2.46864 -3.57383
C 2.10248 -6.53813 1.91708
Cl 1.79963 -8.08206 1.11780
Cl 3.82407 -6.15941 1.88220
Cl 1.12927 -5.25508 1.15997
H 1.79940 -6.62440 2.95491
C -2.66996 8.90366 6.73750
Cl -1.32950 10.03751 6.51913
Cl -4.07567 9.73255 7.41599
Cl -3.08288 8.12687 5.20604
H -2.35795 8.13397 7.43556
C -11.93220 -5.43975 -1.43244
Cl -12.20664 -6.45712 -0.01295
Cl -13.32997 -5.49395 -2.51510
Cl -11.58036 -3.77740 -0.94640
H -11.07186 -5.82727 -1.96860
C -16.74689 -5.59395 -4.56472
Cl -15.63759 -4.31642 -5.07824
Cl -16.82605 -5.67419 -2.80107
Cl -18.35536 -5.33276 -5.24722
H -16.36880 -6.54092 -4.93465
C 2.64780 -8.86724 -2.54562
Cl 2.48084 -10.24918 -1.45419
Cl 2.91779 -7.37844 -1.63250
Cl 3.96221 -9.14048 -3.69471
H 1.72386 -8.76116 -3.10401
C -3.08411 -5.55864 -3.95281
Cl -3.86860 -6.02190 -5.46772
Cl -4.28363 -5.32357 -2.67690
Cl -1.89422 -6.77467 -3.47106
H -2.56584 -4.61835 -4.11058
C 8.90482 2.55708 -4.39988
Cl 8.79222 4.00857 -3.39917
Cl 10.48126 1.79016 -4.19436
Cl 7.60727 1.42799 -3.99652
H 8.79414 2.84472 -5.43974
C 11.45614 -3.38894 2.38538
Cl 10.14602 -4.25132 1.57287
Cl 11.89979 -4.21618 3.88435
Cl 12.85430 -3.23123 1.31044
H 11.10487 -2.39342 2.63528
C -9.77254 -1.28549 4.03633
Cl -9.99208 0.14115 5.05630
Cl -8.16049 -1.97377 4.26813
Cl -11.01975 -2.49257 4.37766
H -9.86628 -0.98007 2.99867
C 16.11217 -1.71208 3.49682
Cl 14.61662 -2.64231 3.64639
Cl 16.79871 -1.36988 5.09040
Cl 17.28146 -2.57349 2.48836
H 15.87958 -0.76749 3.01681
```

Molar mass, g/mol: 2802.70
Frontier orbital gap, eV: 8.1528

Mulliken population analysis, charges in e, atoms 1 to 2: C -1.2119; C 0.5944

Entry 3:
DFT (the ωB97M-V functional and the def2-TZVPD basis) results for C32H36FGaN4O7S as an isolated structure.

Geometry as XYZ:
```
82
C32H36FGaN4O7S, DFT the ωB97M-V functional and the def2-TZVPD basis
Ga -1.06591 -1.51969 0.26099
C -6.91417 2.14691 2.84797
C -6.18143 2.92481 1.76132
C -6.00465 4.40252 2.07794
C -5.12076 4.58733 3.30288
C -3.83066 3.82672 3.13934
C -2.70558 4.18423 3.84642
C -1.51474 3.48249 3.67968
F -0.44794 3.86610 4.40369
C -1.40251 2.44076 2.80638
C -2.53043 2.06211 2.06630
C -2.41881 0.96300 1.11123
O -1.28742 0.43096 0.92805
C -3.60828 0.58435 0.43691
C -4.75595 1.29007 0.67894
N -4.85454 2.32346 1.52004
C -3.74462 2.73930 2.24417
C -3.72115 -0.54934 -0.56052
O -4.73996 -0.64144 -1.21680
O -2.72200 -1.36527 -0.63482
H -7.88669 2.59915 3.04169
H -6.34545 2.13161 3.77762
H -7.07240 1.11474 2.53625
H -6.72890 2.82815 0.82260
H -6.98442 4.85564 2.22768
H -5.54280 4.89361 1.21786
H -5.63980 4.24343 4.20115
H -4.90033 5.64397 3.45660
H -2.73545 5.01860 4.53501
H -0.47582 1.89945 2.68166
H -5.65609 1.00091 0.15031
C 6.91383 2.57178 -1.64842
C 5.66503 1.70420 -1.55393
S 5.61378 0.59944 -2.95695
O 6.72889 -0.30061 -2.84954
O 5.42589 1.39442 -4.14448
C 4.12266 -0.35047 -2.70574
C 2.88502 0.42793 -3.12794
N 1.66567 -0.25810 -2.69908
C 1.07470 -0.11142 -1.49819
N -0.04269 -0.82683 -1.43497
C -0.17411 -1.48621 -2.62092
C 0.87041 -1.13781 -3.41264
N 1.18920 -1.66874 -4.70029
O 2.33320 -1.52977 -5.10498
O 0.33973 -2.35561 -5.22440
C 1.58085 0.74261 -0.39315
H 6.95271 3.25798 -0.80402
H 6.90664 3.15282 -2.56906
H 7.80911 1.95327 -1.63683
H 4.75594 2.30613 -1.58611
H 5.66726 1.07654 -0.66275
H 4.09664 -0.64639 -1.65598
H 4.24380 -1.24199 -3.32115
H 2.87237 0.52904 -4.20696
H 2.86462 1.42995 -2.70385
H -0.98458 -2.16123 -2.83085
H 2.46871 1.30004 -0.67804
H 1.82121 0.11707 0.46896
H 0.80076 1.43248 -0.07775
C 0.88679 -4.89289 1.99139
C 0.89238 -3.50645 1.30712
C 1.80667 -2.60242 2.14908
C -0.55920 -3.02680 1.25572
C 1.45013 -3.71709 -0.09856
C 0.68191 -4.42234 -1.03158
C 1.16569 -4.71237 -2.29671
C 2.43808 -4.29850 -2.67512
C 3.20844 -3.58965 -1.76808
C 2.71828 -3.30020 -0.49626
H 0.52343 -4.79180 3.01583
H 1.88950 -5.32957 2.02082
H 0.22227 -5.57361 1.46225
H 1.34868 -2.45802 3.12777
H 1.90600 -1.61793 1.68323
H 2.80575 -3.02337 2.30269
H -0.94711 -2.87337 2.27140
H -0.31020 -4.73989 -0.73536
H 0.55025 -5.26876 -2.99336
H 2.82512 -4.53473 -3.65838
H 4.21142 -3.28057 -2.03864
H 3.35812 -2.76883 0.19616
```

Molar mass, g/mol: 709.45
ΔE to the lowest compared entry with this formula, charge and spin, eV: 0.000
Frontier orbital gap, eV: 5.0346

Mulliken population analysis, charges in e, atoms 1 to 2: Ga -0.2256; C -1.3629

Question: molar mass of number 3 (C32H36FGaN4O7S)?
Answer: 709.45 g/mol

Question: Which formula does entry 1 have?
Answer: C32H35MoN4O2Si2